{"formula": "C29H49Cl2INO15", "method": "ωB97M-V with the def2-TZVPD basis set", "total_energy_ha": -3535.7342, "charge": 1, "lumo_ev": -1.87, "homo_energy_ev": -12.1654, "orbital_gap_ev": 10.293, "symbols": ["C", "C", "C", "N", "C", "C", "C", "I", "C", "Cl", "C", "C", "Cl", "H", "H", "H", "H", "H", "H", "H", "H", "H", "H", "H", "H", "H", "H", "H", "H", "H", "H", "H", "C", "C", "C", "O", "C", "O", "O", "H", "H", "H", "H", "H", "H", "C", "C", "C", "O", "C", "O", "O", "H", "H", "H", "H", "H", "H", "C", "C", "C", "O", "C", "O", "O", "H", "H", "H", "H", "H", "H", "C", "C", "C", "O", "C", "O", "O", "H", "H", "H", "H", "H", "H", "C", "C", "C", "O", "C", "O", "O", "H", "H", "H", "H", "H", "H"], "xyz": [[3.676095, 5.189774, -4.637786], [3.010218, 4.180550, -3.708837], [2.417996, 3.033408, -4.515341], [1.940757, 1.877659, -3.648606], [0.454050, 1.556296, -3.758062], [-0.157977, 1.253734, -2.379255], [-1.224896, 2.229523, -1.895563], [-0.560675, 4.239015, -2.098892], [2.771676, 0.619481, -3.790371], [2.613060, 0.034235, -5.440813], [4.211980, 0.886312, -3.345918], [4.265747, 1.206503, -1.844125], [5.179667, -0.564411, -3.706933], [3.860803, 6.124026, -4.111779], [4.622507, 4.813682, -5.029935], [3.032345, 5.406741, -5.492925], [2.214146, 4.676819, -3.157006], [3.722734, 3.807250, -2.969426], [3.149405, 2.639738, -5.219586], [1.559544, 3.374753, -5.088275], [2.073004, 2.167924, -2.674403], [0.358059, 0.694965, -4.412874], [-0.024991, 2.392938, -4.256688], [-0.608440, 0.258349, -2.393696], [0.637027, 1.212352, -1.632183], [-2.172377, 2.134804, -2.418907], [-1.408478, 2.072617, -0.836766], [2.338646, -0.113398, -3.108770], [4.654670, 1.689746, -3.932658], [4.404794, 2.274982, -1.679230], [3.365902, 0.884664, -1.317422], [5.107625, 0.694792, -1.387319], [-1.987070, -2.888426, 0.898361], [-0.717060, -2.625949, 0.143432], [0.549785, -3.251898, 0.691217], [1.561995, -2.323508, 0.248125], [0.979861, -1.124757, 0.113928], [1.575023, -0.097255, -0.061838], [-0.352902, -1.215693, 0.196352], [-2.808680, -2.298677, 0.499151], [-2.263122, -3.937903, 0.808502], [-1.872624, -2.636875, 1.953532], [-0.831220, -2.880846, -0.914288], [0.767966, -4.241288, 0.302223], [0.556856, -3.267119, 1.782496], [-2.049624, 8.653461, -3.090660], [-0.860814, 8.749962, -2.175318], [-0.041545, 10.024544, -2.258680], [1.266068, 9.570259, -1.874044], [1.358902, 8.263173, -2.179901], [2.358079, 7.616052, -2.165516], [0.145785, 7.773264, -2.524386], [-2.487149, 7.657002, -3.044699], [-2.807990, 9.375984, -2.789398], [-1.760287, 8.853632, -4.122753], [-1.148750, 8.557189, -1.137926], [-0.366553, 10.812960, -1.586763], [0.011822, 10.404082, -3.281556], [8.497895, -1.818620, -2.647064], [9.301973, -1.429000, -1.436838], [9.845182, -0.012952, -1.418887], [11.019799, -0.150336, -0.618622], [11.456828, -1.432588, -0.730253], [12.498020, -1.830667, -0.332817], [10.522388, -2.184600, -1.365249], [8.268868, -2.883344, -2.624733], [7.558552, -1.263938, -2.669359], [9.053501, -1.613189, -3.562888], [8.742906, -1.627991, -0.516859], [9.178953, 0.718275, -0.968397], [10.138158, 0.316305, -2.419622], [-4.383072, -4.671308, 5.748286], [-5.154651, -4.827487, 4.471989], [-4.944574, -6.122903, 3.714893], [-5.191578, -5.727482, 2.356406], [-4.923836, -4.406853, 2.256318], [-4.866802, -3.807246, 1.227272], [-4.721667, -3.868664, 3.472330], [-4.506016, -3.667900, 6.148678], [-4.750112, -5.379531, 6.489809], [-3.319656, -4.848870, 5.573282], [-6.219251, -4.652300, 4.640413], [-5.626600, -6.920208, 3.995000], [-3.911708, -6.472300, 3.789919], [-10.934871, -5.943388, 8.257889], [-9.785249, -5.815236, 7.297496], [-8.610014, -6.745709, 7.527056], [-7.513807, -5.980279, 7.001776], [-7.842078, -4.666315, 7.102545], [-7.079926, -3.772316, 6.917888], [-9.138437, -4.530365, 7.433209], [-11.662474, -5.151768, 8.087986], [-11.430103, -6.904110, 8.116194], [-10.586753, -5.871597, 9.288534], [-10.129287, -5.892400, 6.262102], [-8.679495, -7.694952, 7.004017], [-8.432346, -6.917014, 8.591073]], "forces_ev_per_a": [[0.0, -0.1, -0.1], [-0.2, 0.0, 0.0], [0.1, 0.0, -0.2], [-0.2, 0.0, 0.2], [-0.2, -0.3, 0.1], [0.0, 0.1, -0.2], [0.1, -0.2, 0.0], [-0.1, 0.3, 0.1], [0.0, 0.2, 0.2], [0.0, 0.0, -0.1], [0.0, 0.0, 0.2], [0.0, 0.2, -0.1], [-0.1, -0.1, 0.0], [0.0, 0.0, 0.0], [0.0, 0.0, 0.0], [0.0, 0.1, 0.0], [0.0, 0.0, 0.1], [0.0, 0.0, -0.1], [-0.1, -0.1, 0.0], [0.0, 0.0, 0.0], [0.0, 0.1, 0.0], [0.1, 0.0, -0.1], [0.0, 0.1, 0.1], [0.1, 0.0, 0.0], [-0.1, -0.1, 0.1], [0.1, 0.1, -0.1], [0.0, 0.0, 0.0], [-0.1, 0.0, -0.1], [0.0, -0.1, -0.1], [0.0, 0.0, 0.0], [0.0, -0.1, 0.1], [0.0, 0.0, 0.0], [0.1, 0.2, 0.1], [0.0, -0.1, 0.0], [0.0, 0.0, 0.0], [0.0, -0.1, 0.1], [0.0, 0.1, 0.1], [0.1, -0.1, -0.2], [-0.1, 0.0, -0.1], [0.0, -0.1, 0.0], [0.0, 0.0, 0.0], [0.0, 0.0, 0.0], [0.0, 0.0, 0.0], [0.1, 0.0, -0.1], [0.0, 0.0, 0.0], [0.1, -0.1, -0.1], [0.0, 0.1, 0.1], [0.0, 0.0, 0.0], [0.0, 0.0, 0.0], [0.0, 0.0, -0.1], [0.0, 0.0, 0.0], [-0.1, -0.2, 0.0], [0.0, 0.0, 0.0], [0.0, 0.0, 0.0], [0.0, 0.0, 0.0], [0.0, 0.0, 0.0], [0.1, 0.0, 0.1], [0.0, 0.0, 0.0], [0.1, -0.1, -0.1], [0.0, 0.0, 0.0], [0.0, 0.0, 0.0], [0.0, 0.0, 0.0], [0.0, 0.0, 0.0], [0.0, 0.0, 0.0], [0.0, 0.0, 0.1], [0.0, 0.0, 0.0], [0.1, 0.0, 0.0], [0.0, 0.0, 0.0], [0.0, 0.0, 0.0], [0.0, 0.0, 0.1], [0.0, 0.0, 0.0], [0.3, 0.1, -0.1], [-0.1, -0.1, 0.0], [0.0, 0.0, 0.0], [0.0, 0.0, 0.0], [-0.1, 0.0, 0.0], [0.0, 0.0, 0.0], [0.0, 0.0, 0.0], [-0.1, 0.0, 0.0], [0.0, 0.0, 0.0], [0.0, 0.0, 0.0], [0.0, 0.0, 0.0], [-0.1, 0.0, -0.1], [0.0, 0.0, 0.0], [0.0, 0.1, 0.1], [0.0, -0.1, 0.0], [0.0, 0.0, 0.0], [0.0, 0.0, 0.0], [0.0, 0.0, 0.0], [0.0, 0.0, 0.0], [0.0, 0.0, -0.1], [0.0, 0.0, 0.0], [0.0, 0.0, 0.0], [0.0, 0.0, 0.0], [0.0, 0.0, 0.0], [0.0, 0.0, -0.1], [0.0, 0.0, 0.0]]}